The following is a DFT calculation (the ωB97M-V functional and the def2-TZVPD basis) of 2 unconnected molecules or ions with the total composition C5H7NO in a non-equilibrium geometry.

- ΔE to the lowest compared entry with this formula, charge and spin: 5.4579 eV
- Lowest unoccupied orbital energy: 0.61 eV

Each line ends with the Löwdin charge.
Cartesian coordinates (Å):
C (-0.238158, -0.162750, -0.348393)  -0.16
C (1.884783, -0.347395, -1.127439)  -0.01
C (-0.989328, -1.013925, -0.787854)  -0.20
C (-1.006252, 1.349492, 1.391946)  -0.10
C (0.076079, 1.052913, 0.398745)  -0.30
N (2.468275, -1.250848, -0.665457)  0.11
O (-1.242585, -2.148389, -1.324359)  0.06
H (-0.747131, 1.232893, 2.454943)  0.08
H (-1.716218, 0.566430, 1.159658)  0.06
H (-1.284732, 2.415097, 1.288523)  0.08
H (0.945565, 0.988755, 0.891086)  0.05
H (0.111603, 1.791142, -0.408661)  0.12
H (-1.160550, -2.337688, -2.276769)  0.14
H (2.898649, -2.135726, -0.645968)  0.07

Cartesian forces (eV/Å) of the 6 atoms listed first:
C -1.5 -0.2 0.7
C 1.1 0.0 -0.3
C 2.0 1.1 -0.2
C -0.6 0.7 0.8
C -2.4 0.2 -2.4
N -0.3 0.4 -0.5